# 1
Here is C47H55BrF4LuN8P3 as an isolated structure in a non-equilibrium geometry from the Open Molecules 2025 dataset. Energies are from wB97M-V/def2-TZVPD.

CARTESIAN COORDINATES (ANGSTROEM)
Lu: 0.701816 0.123364 -0.421659
C: -0.753224 3.748069 3.248665
C: 0.403226 3.324918 2.326546
C: 1.530034 4.331948 2.429639
P: 0.011370 2.854367 0.558372
C: -0.401395 4.413235 -0.367197
C: -1.068597 5.564976 0.384333
C: 0.867112 4.899695 -1.063030
C: -1.598667 2.007880 0.799238
C: -2.833406 2.598239 0.537622
C: -4.028030 2.023445 0.946651
C: -3.991542 0.806079 1.601694
C: -2.780633 0.140802 1.791812
C: -1.577554 0.754752 1.408423
N: -0.287518 0.173571 1.554700
C: 0.177266 -0.068894 2.856262
C: -0.633278 0.060618 3.987697
C: -0.126109 -0.107792 5.276416
C: 1.192409 -0.450431 5.458011
C: 2.017572 -0.585791 4.342847
C: 1.553476 -0.376968 3.044030
P: 2.694150 -0.348707 1.611107
C: 3.680104 -1.923817 1.888171
C: 4.139092 -2.623730 0.626901
C: 4.887163 -1.771310 2.804184
C: 3.970458 0.981185 1.853862
C: 3.970080 1.953482 0.700540
C: 3.950806 1.733209 3.180869
H: -0.368449 3.783091 4.264593
H: -1.565399 3.033077 3.261154
H: -1.189311 4.719802 2.975142
H: 0.778072 2.372498 2.746242
H: 1.215059 5.330098 2.111431
H: 2.398375 4.057554 1.846919
H: 1.830543 4.377075 3.475981
H: -1.101473 4.069844 -1.147396
H: -0.363249 6.049054 1.073988
H: -1.943513 5.241710 0.959405
H: -1.390356 6.307515 -0.339157
H: 1.674623 5.119987 -0.351807
H: 0.653606 5.846032 -1.587535
H: 1.218260 4.155597 -1.774418
H: -2.835678 3.553974 0.036767
H: -4.963445 2.535043 0.767749
H: -4.902507 0.320465 1.920941
H: -2.786218 -0.837594 2.269248
H: -1.668457 0.277425 3.840287
H: -0.776400 -0.031328 6.151055
H: 1.621288 -0.629482 6.440790
H: 3.049266 -0.888616 4.502246
H: 2.949489 -2.572588 2.381976
H: 4.678731 -1.956629 -0.027424
H: 3.337421 -3.061602 0.050005
H: 4.794392 -3.457869 0.888955
H: 5.728389 -1.350466 2.291135
H: 5.197034 -2.776827 3.135164
H: 4.733870 -1.175898 3.700179
H: 4.912118 0.445348 1.783848
H: 2.954294 2.298238 0.476931
H: 4.344637 1.481389 -0.212536
H: 4.566269 2.830358 0.907293
H: 2.998321 2.251496 3.308589
H: 4.747846 2.477914 3.160768
H: 4.031143 1.067504 4.032295
F: -5.823233 1.983563 -4.686967
C: -5.002717 1.251544 -3.948093
C: -5.315302 -0.055842 -3.604770
F: -6.456753 -0.597488 -3.996451
C: -4.407887 -0.856928 -2.897087
F: -4.789616 -2.106376 -2.665076
C: -3.184784 -0.364659 -2.447405
P: -2.033295 -1.417362 -1.414562
C: -3.204837 -2.288045 -0.291989
C: -2.740672 -3.437326 0.353507
C: -3.513343 -4.103324 1.291010
C: -4.796585 -3.655278 1.561010
C: -5.280729 -2.520536 0.911736
C: -4.484147 -1.830171 0.017929
C: -1.594696 -2.682212 -2.691195
C: -0.711277 -2.234105 -3.668267
C: -0.373784 -3.036731 -4.747038
C: -0.940591 -4.303780 -4.864565
C: -1.829379 -4.764580 -3.904973
C: -2.173469 -3.948649 -2.832973
C: -2.876302 0.948415 -2.839429
Br: -1.140190 1.717721 -2.626462
C: -3.764110 1.731860 -3.551248
F: -3.455935 2.957157 -3.916775
H: -1.756718 -3.836987 0.112947
H: -3.125076 -5.009754 1.744222
H: -5.399877 -4.243931 2.250546
H: -6.298396 -2.159881 1.062799
H: -4.868362 -0.923642 -0.438086
H: -0.284133 -1.231596 -3.620609
H: 0.330867 -2.712444 -5.512904
H: -0.709042 -4.936967 -5.712642
H: -2.283656 -5.738659 -3.988293
H: -2.901085 -4.305019 -2.110743
C: 0.818047 -5.535960 -1.259783
N: 1.258076 -4.144600 -1.355899
C: 2.117719 -3.686744 -2.326351
C: 2.246241 -2.351681 -2.139342
N: 1.400189 -1.969465 -1.089174
C: 0.838198 -3.087764 -0.639702
H: 1.681132 -6.179180 -1.418861
H: 0.055205 -5.752141 -2.002335
H: 0.434887 -5.734136 -0.256930
H: 2.587516 -4.374693 -3.021258
H: 2.922236 -1.669972 -2.605908
H: 0.163387 -3.173622 0.198939
N: 3.993940 3.278198 -3.213440
N: 3.099706 2.173787 -3.259431
N: 3.015541 1.422380 -4.325548
C: 2.208121 0.448376 -3.915495
N: 1.841111 0.645279 -2.637236
N: 2.429978 1.758011 -2.238094
H: 4.414164 3.428298 -4.135311
H: 3.524569 4.084071 -2.821548
H: 1.914425 -0.365977 -4.551868

Forces on atoms 1 to 6 (eV/Å):
-0.752 0.386 0.656
-0.177 0.125 -0.536
-0.056 -0.601 0.290
0.010 0.351 -0.033
-0.435 -0.056 0.353
-0.128 -0.240 -0.180

HOMO = -11.972 eV
total charge = +2
2S+1 = 1

---

# 2
Here is C47H55GeHfN8O7 as an isolated structure from the Open Molecules 2025 dataset. Energies are from wB97M-V/def2-TZVPD.

CARTESIAN COORDINATES (ANGSTROEM)
Hf: -0.526659 -0.438903 0.517255
O: -0.296217 1.423739 6.502710
C: -0.433877 1.136458 5.183028
C: 0.179108 1.908358 4.193513
C: -0.044111 1.528329 2.886429
N: -0.764024 0.470730 2.578629
C: -1.365455 -0.258419 3.505177
C: -1.224334 0.036865 4.844503
C: -2.180770 -1.420689 2.933924
O: -2.784117 -2.141053 3.712024
O: -2.104404 -1.493746 1.653904
C: 0.511190 2.229088 1.634898
O: 1.319607 3.129953 1.760854
O: 0.013606 1.721961 0.557890
H: 0.260966 2.201023 6.605986
H: 0.791895 2.773872 4.410063
H: -1.719119 -0.570238 5.588563
O: -5.552816 -0.551589 -4.444169
C: -5.076295 0.633927 -3.814319
C: -3.864790 0.350401 -2.982610
C: -3.100291 1.492496 -2.501057
C: -2.042711 1.277815 -1.696873
N: -1.619903 0.038093 -1.260971
C: -2.282437 -1.106728 -1.833516
C: -3.454315 -0.882287 -2.657172
C: -1.737205 -2.316142 -1.539212
C: -2.227219 -3.599229 -2.001852
C: -1.547590 -4.739566 -1.773328
C: -2.101124 -6.071640 -2.181922
O: -3.032449 -6.594146 -1.218424
C: -0.286459 -4.665472 -1.059553
C: 0.100210 -3.463961 -0.569711
N: -0.584357 -2.298175 -0.708836
H: -6.364109 -0.332659 -4.907422
H: -5.866073 1.059653 -3.177774
H: -4.825274 1.394228 -4.566526
H: -3.341029 2.504461 -2.804364
H: -1.441830 2.107860 -1.343344
H: -3.998581 -1.738298 -3.032016
H: -3.159057 -3.634856 -2.554049
H: -1.283728 -6.791989 -2.296653
H: -2.628610 -6.004908 -3.136543
H: -2.972446 -6.019161 -0.448490
H: 0.331202 -5.542305 -0.913375
H: 1.038543 -3.372710 -0.033793
C: -5.456285 3.299212 1.638782
C: -4.054857 3.540454 2.205637
C: -4.155858 4.111981 3.614317
C: -3.276632 4.494225 1.307118
N: -3.278610 2.291156 2.340312
N: -3.016756 1.580370 1.143954
H: -6.008081 4.236456 1.536399
H: -6.029809 2.639608 2.294886
H: -5.413970 2.844855 0.646960
H: -4.738670 5.035098 3.619436
H: -3.161299 4.318740 4.011552
H: -4.648495 3.403614 4.286222
H: -3.729546 5.487703 1.330592
H: -3.269763 4.157328 0.268915
H: -2.241629 4.578077 1.644256
H: -3.776542 1.653198 2.952049
H: -2.312847 2.087674 0.624970
H: -3.824094 1.475963 0.534432
C: 1.761160 -0.461050 0.077226
Ge: 2.456916 0.794838 -1.267920
C: 2.481136 -0.235726 -2.945244
C: 3.269933 0.164842 -4.026567
C: 3.239661 -0.522279 -5.232046
C: 2.399162 -1.617124 -5.386666
C: 1.596648 -2.019539 -4.330533
C: 1.642486 -1.335093 -3.119632
C: 4.342454 1.140486 -0.795601
C: 4.711098 2.048532 0.202067
C: 6.032364 2.186867 0.606485
C: 7.024993 1.411421 0.022580
C: 6.681232 0.492626 -0.957530
C: 5.355111 0.359549 -1.354457
C: 1.643072 2.471487 -1.865649
C: 1.971316 3.735003 -1.373407
C: 1.397384 4.882975 -1.900314
C: 0.472950 4.793081 -2.932503
C: 0.130631 3.547002 -3.432330
C: 0.716320 2.402242 -2.905930
H: 3.915997 1.032592 -3.934509
H: 3.864906 -0.197541 -6.055931
H: 2.363765 -2.148160 -6.330703
H: 0.922226 -2.860327 -4.440353
H: 0.987884 -1.657755 -2.320593
H: 3.955855 2.636788 0.711940
H: 6.284133 2.896506 1.385669
H: 8.057179 1.516496 0.334790
H: 7.445945 -0.123809 -1.415508
H: 5.111940 -0.367629 -2.121666
H: 2.658346 3.843219 -0.548132
H: 1.666677 5.850571 -1.493507
H: 0.020055 5.689411 -3.339944
H: -0.598382 3.455947 -4.228658
H: 0.430393 1.439357 -3.313792
C: 4.071447 -1.869695 2.628018
N: 2.796339 -1.714860 1.952625
C: 2.528725 -0.376052 1.404795
C: 1.731436 -2.499248 2.236692
N: 0.525154 -2.040139 2.111514
N: 2.012413 -3.799018 2.666699
C: 2.891034 -4.597132 1.814282
C: 0.890390 -4.576525 3.161803
H: 4.254476 -1.003057 3.270906
H: 4.890636 -1.932490 1.907023
H: 4.070537 -2.761110 3.248274
H: 3.504949 0.106433 1.330367
H: 1.991936 0.179191 2.188876
H: 2.099552 -1.389236 -0.400251
H: -0.160069 -2.779859 2.224179
H: 3.588331 -3.961579 1.276182
H: 2.305358 -5.157464 1.075515
H: 3.457029 -5.307046 2.420675
H: 0.331390 -4.015601 3.909445
H: 1.281329 -5.478769 3.631890
H: 0.205862 -4.878706 2.357087

Forces on atoms 1 to 6 (eV/Å):
0.360 -0.390 -0.433
-0.036 -0.070 0.043
0.056 0.080 -0.033
-0.269 -0.196 0.053
0.282 0.370 -0.181
-0.058 -0.091 0.215

relative energy (zero: lowest compared OMol25 entry of this formula, charge and spin) = 0.000 eV
HOMO = -2.450 eV
total charge = -1
2S+1 = 1

---

Ordered energy results: -7494.6686 -4913.8924; unit Ha.
Ordered HOMO-LUMO gap results: 7.33 4.53; unit eV.